DFT (the ωB97M-V functional and the def2-TZVPD basis) results for a 5-piece molecular cluster, C42H57N5O10 overall in a non-equilibrium geometry.

Summary:
SMILES string: CCCCCCCCCCCC(=O)OCCCCCCN.O=[N+]([O-])c1ccccc1.O=[N+]([O-])c1ccccc1.O=[N+]([O-])c1ccccc1.O=[N+]([O-])c1ccccc1
Energy in eV: -72383.815
Frontier orbital gap in Ha: 0.3025
LUMO energy in eV: -0.95
Total charge: 0

Geometry (Å):
C  12.254  1.926  4.500
C  12.658  0.792  3.360
C  12.140  1.351  1.876
C  10.502  1.074  1.824
C  9.670  2.322  1.152
C  8.170  2.536  1.860
C  7.529  3.980  1.405
C  6.098  3.874  0.608
C  4.799  3.626  1.627
C  3.599  4.755  1.407
C  2.837  4.994  2.842
C  1.309  4.315  2.898
O  0.946  3.876  4.135
O  0.422  4.250  1.715
C  -0.651  3.257  1.888
C  -1.952  3.784  2.736
C  -3.408  3.397  2.090
C  -4.333  2.734  3.314
C  -5.672  2.008  2.682
C  -5.141  0.679  1.818
N  -6.218  -0.379  1.660
H  13.110  2.693  4.721
H  12.039  1.334  5.499
H  11.274  2.518  4.209
H  13.801  0.524  3.353
H  12.072  -0.197  3.671
H  12.686  0.726  1.026
H  12.405  2.493  1.709
H  10.251  0.095  1.198
H  10.179  0.842  2.928
H  10.325  3.298  1.197
H  9.502  2.056  0.023
H  8.397  2.540  3.032
H  7.460  1.609  1.653
H  7.495  4.715  2.332
H  8.301  4.462  0.643
H  5.989  4.836  -0.051
H  6.118  2.921  -0.095
H  4.324  2.567  1.365
H  5.248  3.635  2.710
H  2.886  4.508  0.511
H  4.177  5.769  1.161
H  3.456  4.416  3.683
H  2.727  6.136  3.122
H  -0.255  2.238  2.365
H  -1.031  2.948  0.801
H  -1.900  3.244  3.798
H  -1.813  4.930  2.938
H  -3.947  4.424  1.831
H  -3.329  2.706  1.149
H  -3.708  1.888  3.834
H  -4.598  3.527  4.151
H  -6.426  1.602  3.480
H  -6.188  2.812  1.991
H  -4.260  0.217  2.468
H  -4.697  1.043  0.797
H  -6.455  -0.716  2.632
H  -5.800  -1.168  1.104
C  -7.574  -5.816  3.785
C  -8.120  -4.762  3.051
C  -7.449  -4.268  1.930
C  -6.228  -4.842  1.550
C  -5.674  -5.895  2.290
C  -6.353  -6.379  3.410
N  -5.531  -4.344  0.359
O  -6.044  -3.399  -0.258
O  -4.471  -4.899  0.036
H  -8.104  -6.201  4.654
H  -9.072  -4.328  3.350
H  -7.888  -3.446  1.369
H  -4.725  -6.346  2.009
H  -5.932  -7.198  3.989
C  10.451  -4.340  -1.571
C  10.024  -3.706  -0.403
C  9.207  -2.577  -0.478
C  8.817  -2.091  -1.734
C  9.251  -2.720  -2.908
C  10.070  -3.848  -2.820
N  7.938  -0.919  -1.818
O  7.591  -0.379  -0.757
O  7.588  -0.540  -2.945
H  11.083  -5.224  -1.507
H  10.326  -4.095  0.567
H  8.883  -2.095  0.442
H  8.960  -2.351  -3.889
H  10.409  -4.345  -3.726
C  -6.406  -1.922  -3.745
C  -6.359  -1.537  -5.086
C  -6.036  -2.471  -6.072
C  -5.766  -3.796  -5.703
C  -5.804  -4.184  -4.357
C  -6.126  -3.240  -3.380
N  -5.451  -4.789  -6.737
O  -5.407  -4.403  -7.915
O  -5.250  -5.957  -6.374
H  -6.664  -1.191  -2.981
H  -6.577  -0.508  -5.363
H  -6.004  -2.155  -7.112
H  -5.592  -5.208  -4.056
H  -6.161  -3.532  -2.332
C  -12.318  1.298  -6.039
C  -12.390  1.581  -4.674
C  -11.704  0.783  -3.756
C  -10.941  -0.298  -4.219
C  -10.874  -0.590  -5.588
C  -11.566  0.214  -6.496
N  -10.197  -1.126  -3.262
O  -10.298  -0.848  -2.058
O  -9.508  -2.052  -3.713
H  -12.850  1.926  -6.751
H  -12.979  2.426  -4.325
H  -11.770  1.017  -2.696
H  -10.290  -1.429  -5.961
H  -11.517  -0.002  -7.561

***

DFT (the ωB97M-V functional and the def2-TZVPD basis) results for C42H58BClN5O3P2S3Ti as an isolated structure in a non-equilibrium geometry.

Summary:
Expectation value of S²: 0.761
Relative energy (zero: lowest compared OMol25 entry of this formula, charge and spin) in eV: 0.0000
Energy in eV: -145494.243
Frontier orbital gap (alpha / beta) in Ha: 0.1825 / 0.2129
2S+1: 2
LUMO energy (alpha / beta) in eV: 3.87 / 3.87
Total charge: -2

Geometry (Å):
Ti  -0.874  0.611  0.335
C  -0.001  -0.014  6.348
C  -0.457  -0.018  4.889
C  -0.585  -1.483  4.434
C  -1.847  0.619  4.783
P  0.631  0.782  3.571
C  2.127  -0.316  3.631
N  2.012  -1.434  2.716
B  1.537  -1.446  1.345
N  1.779  -2.810  0.889
C  1.639  -3.382  -0.435
P  0.009  -3.103  -1.290
C  0.594  -3.541  -3.039
C  1.571  -4.707  -3.211
C  -0.632  -3.781  -3.924
C  1.283  -2.264  -3.546
C  -1.011  -4.544  -0.623
C  -2.470  -4.286  -1.021
C  -0.604  -5.954  -1.041
C  -0.934  -4.450  0.909
C  2.386  -3.524  1.905
C  2.834  -4.833  1.955
C  3.410  -5.307  3.138
C  3.543  -4.481  4.241
C  3.105  -3.153  4.196
C  2.523  -2.679  3.033
C  1.423  2.382  4.186
C  0.345  3.471  4.132
C  2.080  2.388  5.568
C  2.508  2.721  3.144
H  -0.611  -0.730  6.912
H  -0.128  0.959  6.818
H  1.042  -0.318  6.468
H  -1.347  -1.971  5.053
H  0.349  -2.035  4.563
H  -0.890  -1.556  3.387
H  -2.569  0.018  5.348
H  -2.182  0.659  3.744
H  -1.862  1.629  5.198
H  2.288  -0.696  4.641
H  3.002  0.285  3.375
H  1.829  -4.454  -0.375
H  2.412  -2.961  -1.087
H  1.115  -5.668  -2.981
H  2.461  -4.594  -2.588
H  1.910  -4.743  -4.254
H  -0.318  -3.838  -4.973
H  -1.356  -2.967  -3.834
H  -1.140  -4.715  -3.678
H  2.219  -2.059  -3.023
H  0.643  -1.391  -3.412
H  1.506  -2.371  -4.615
H  -2.614  -4.256  -2.102
H  -2.807  -3.336  -0.598
H  -3.103  -5.084  -0.616
H  -0.803  -6.145  -2.098
H  -1.186  -6.682  -0.462
H  0.453  -6.156  -0.847
H  -1.085  -3.426  1.261
H  0.017  -4.827  1.293
H  -1.737  -5.063  1.335
H  2.745  -5.488  1.098
H  3.758  -6.332  3.186
H  3.995  -4.860  5.150
H  3.230  -2.515  5.060
H  -0.432  3.310  4.881
H  -0.127  3.510  3.148
H  0.803  4.447  4.330
H  1.345  2.381  6.369
H  2.677  3.301  5.680
H  2.751  1.537  5.710
H  2.646  3.806  3.105
H  2.248  2.390  2.138
H  3.469  2.276  3.413
S  0.561  4.692  -0.967
C  0.210  3.435  0.022
N  -0.045  2.523  0.710
S  2.296  0.269  -0.441
C  0.990  -0.268  0.503
S  -2.098  -0.792  1.465
N  -0.737  0.907  -3.775
C  -0.241  0.853  -2.511
N  -0.999  0.152  -1.712
C  -2.080  -0.268  -2.475
C  -3.196  -1.008  -2.098
C  -4.114  -1.307  -3.087
C  -3.933  -0.876  -4.413
C  -2.839  -0.117  -4.786
C  -1.919  0.184  -3.786
H  -0.339  1.441  -4.525
H  0.691  1.313  -2.203
H  -3.312  -1.291  -1.057
H  -4.999  -1.878  -2.835
H  -4.679  -1.129  -5.157
H  -2.715  0.232  -5.803
C  -6.304  5.956  -2.556
C  -6.431  4.505  -2.916
C  -7.630  3.957  -3.341
C  -7.719  2.604  -3.627
Cl  -9.253  1.942  -4.172
C  -6.628  1.774  -3.478
C  -5.419  2.310  -3.058
C  -5.312  3.670  -2.791
O  -4.152  4.289  -2.477
C  -3.082  3.482  -1.985
C  -3.380  2.756  -0.659
O  -4.393  3.050  -0.034
O  -2.463  1.933  -0.374
H  -7.285  6.432  -2.525
H  -5.677  6.493  -3.271
H  -5.824  6.050  -1.581
H  -8.507  4.585  -3.436
H  -6.714  0.714  -3.676
H  -4.575  1.652  -2.916
H  -2.247  4.162  -1.820
H  -2.774  2.751  -2.739

***

DFT (the ωB97M-V functional and the def2-TZVPD basis) results for C42H59AsIrN4 as an isolated structure.

Summary:
Relative energy (zero: lowest compared OMol25 entry of this formula, charge and spin) in eV: 3.4327
Energy in eV: -114145.937
Frontier orbital gap (alpha / beta) in Ha: 0.1626 / 0.1635
LUMO energy (alpha / beta) in eV: -5.30 / -5.27
Total charge: +1

Geometry (Å):
Ir  -0.262  0.498  1.142
C  -4.869  -2.727  -1.440
C  -5.218  -1.799  -0.271
C  -4.022  -1.513  0.581
C  -3.565  -2.200  1.655
C  -4.163  -3.394  2.331
C  -3.412  -4.691  2.010
C  -2.318  -1.571  2.045
N  -2.011  -0.555  1.196
C  -3.050  -0.472  0.314
C  -3.177  0.524  -0.623
C  -2.220  1.475  -0.908
C  -2.336  2.475  -1.895
C  -3.561  2.771  -2.698
C  -3.552  2.020  -4.037
C  -1.104  3.097  -2.014
C  -0.237  2.502  -1.081
C  1.095  2.824  -0.923
C  1.926  2.332  0.047
N  1.534  1.470  1.029
C  2.604  1.326  1.854
C  2.595  0.584  3.013
C  1.537  -0.172  3.465
N  0.350  -0.410  2.748
C  -0.393  -1.302  3.536
C  -1.578  -1.887  3.167
C  0.310  -1.568  4.740
C  1.495  -0.868  4.697
C  2.566  -0.868  5.742
C  3.469  -2.102  5.628
C  -0.219  -2.367  5.888
C  -1.330  -1.620  6.639
C  3.736  2.099  1.361
C  3.318  2.713  0.233
C  4.088  3.582  -0.710
C  4.485  2.830  -1.987
C  5.093  2.115  1.990
C  5.944  0.918  1.549
N  -0.926  1.502  -0.367
C  -0.756  4.231  -2.924
C  -0.760  5.579  -2.191
H  -5.742  -2.913  -2.064
H  -4.502  -3.687  -1.074
H  -4.089  -2.286  -2.064
H  -6.000  -2.252  0.340
H  -5.631  -0.867  -0.663
H  -5.204  -3.494  2.023
H  -4.169  -3.235  3.412
H  -3.406  -4.878  0.936
H  -3.887  -5.542  2.498
H  -2.374  -4.643  2.344
H  -4.092  0.558  -1.199
H  -3.616  3.845  -2.880
H  -4.453  2.502  -2.131
H  -2.660  2.264  -4.615
H  -4.426  2.285  -4.631
H  -3.560  0.940  -3.878
H  1.506  3.543  -1.619
H  3.489  0.593  3.621
H  -1.971  -2.649  3.828
H  2.100  -0.845  6.728
H  3.168  0.036  5.661
H  2.894  -3.020  5.750
H  4.244  -2.082  6.393
H  3.954  -2.140  4.651
H  0.596  -2.581  6.579
H  -0.593  -3.330  5.533
H  -0.971  -0.652  6.990
H  -1.660  -2.194  7.503
H  -2.191  -1.441  5.995
H  4.984  3.947  -0.209
H  3.492  4.459  -0.971
H  5.171  2.015  -1.754
H  4.978  3.497  -2.694
H  3.611  2.397  -2.476
H  4.997  2.111  3.078
H  5.601  3.042  1.724
H  5.461  -0.024  1.813
H  6.925  0.944  2.023
H  6.087  0.926  0.468
H  -1.473  4.264  -3.745
H  0.224  4.053  -3.371
H  -1.736  5.774  -1.747
H  -0.530  6.390  -2.880
H  -0.022  5.591  -1.389
C  2.145  0.832  -4.957
C  0.899  -0.039  -4.822
As  0.492  -0.389  -2.933
C  1.761  -1.847  -2.553
C  1.765  -3.083  -3.445
C  -1.221  -1.358  -3.115
C  -1.508  -2.112  -4.412
H  2.330  1.100  -5.999
H  3.034  0.318  -4.587
H  2.040  1.760  -4.389
H  1.023  -0.979  -5.361
H  0.029  0.465  -5.247
H  1.569  -2.129  -1.515
H  2.742  -1.365  -2.565
H  0.828  -3.633  -3.368
H  2.565  -3.765  -3.152
H  1.925  -2.830  -4.494
H  -1.990  -0.598  -2.957
H  -1.278  -2.030  -2.253
H  -1.414  -1.462  -5.283
H  -2.529  -2.503  -4.409
H  -0.838  -2.956  -4.557

***

DFT (the ωB97M-V functional and the def2-TZVPD basis) results for C42H59AsKN5OS as an isolated structure.

Summary:
Relative energy (zero: lowest compared OMol25 entry of this formula, charge and spin) in eV: 0.0000
Energy in eV: -142010.094
Frontier orbital gap in Ha: 0.2373
LUMO energy in eV: 0.27
Total charge: 0

Geometry (Å):
K  -0.085  -0.241  0.537
S  -3.335  -0.067  4.363
C  -2.912  -1.739  4.240
C  -3.021  -2.762  5.180
C  -2.595  -4.028  4.827
C  -2.073  -4.278  3.553
C  -1.965  -3.265  2.621
C  -2.382  -1.977  2.967
N  -2.318  -0.877  2.134
C  -2.772  0.191  2.705
C  -2.811  1.553  2.136
C  -3.845  2.395  2.580
C  -3.910  3.697  2.120
C  -2.933  4.137  1.231
C  -1.932  3.273  0.808
C  -1.800  1.930  1.225
H  -3.431  -2.571  6.163
H  -2.669  -4.836  5.543
H  -1.756  -5.281  3.296
H  -1.568  -3.449  1.629
H  -4.607  2.035  3.263
H  -4.704  4.357  2.448
H  -2.961  5.162  0.871
H  -1.199  3.677  0.109
C  4.200  -0.120  -5.899
C  3.390  1.147  -5.592
C  4.337  2.353  -5.519
C  2.395  1.377  -6.729
C  2.695  0.976  -4.245
C  3.441  0.763  -3.087
C  2.795  0.593  -1.876
N  1.470  0.620  -1.737
C  0.748  0.825  -2.837
C  1.314  1.010  -4.095
C  -0.735  0.837  -2.668
C  -1.483  1.897  -3.147
C  -2.862  1.931  -2.940
C  -3.410  0.854  -2.262
C  -2.586  -0.176  -1.831
N  -1.271  -0.203  -2.020
C  -3.680  3.122  -3.426
C  -3.144  4.393  -2.752
C  -3.538  3.247  -4.949
C  -5.161  2.977  -3.081
H  4.708  -0.015  -6.860
H  3.549  -0.995  -5.951
H  4.958  -0.307  -5.138
H  4.845  2.485  -6.476
H  5.099  2.221  -4.750
H  3.786  3.268  -5.295
H  2.939  1.495  -7.667
H  1.803  2.280  -6.572
H  1.712  0.534  -6.846
H  4.522  0.723  -3.115
H  3.365  0.419  -0.970
H  0.658  1.155  -4.941
H  -0.976  2.712  -3.650
H  -4.466  0.802  -2.040
H  -3.006  -1.014  -1.285
H  -2.101  4.576  -3.012
H  -3.209  4.311  -1.666
H  -3.729  5.258  -3.073
H  -2.499  3.394  -5.246
H  -4.111  4.105  -5.306
H  -3.912  2.353  -5.451
H  -5.317  2.926  -2.002
H  -5.598  2.087  -3.538
H  -5.706  3.845  -3.454
C  3.541  -0.354  3.209
C  2.630  0.728  3.781
As  0.769  0.090  3.917
C  -0.077  1.637  4.814
C  0.844  2.687  5.424
C  0.956  -1.154  5.436
C  1.538  -0.607  6.731
H  4.556  0.019  3.054
H  3.168  -0.724  2.250
H  3.613  -1.211  3.884
H  2.603  1.592  3.113
H  3.000  1.083  4.743
H  -0.746  1.216  5.568
H  -0.715  2.091  4.054
H  1.500  2.269  6.190
H  0.258  3.483  5.888
H  1.478  3.152  4.669
H  1.551  -1.994  5.066
H  -0.050  -1.552  5.600
H  2.540  -0.201  6.585
H  1.611  -1.386  7.493
H  0.914  0.191  7.139
C  1.797  -3.882  2.514
N  1.598  -4.383  1.163
C  0.847  -5.623  1.064
C  1.610  -3.459  0.150
O  1.642  -2.251  0.379
N  1.557  -3.947  -1.136
C  2.329  -5.117  -1.524
C  1.385  -2.961  -2.191
H  2.122  -4.710  3.145
H  0.880  -3.455  2.931
H  2.564  -3.112  2.512
H  0.057  -5.630  1.820
H  1.481  -6.498  1.230
H  0.378  -5.708  0.087
H  2.713  -5.633  -0.650
H  3.183  -4.813  -2.138
H  1.722  -5.815  -2.106
H  0.628  -2.231  -1.915
H  1.060  -3.479  -3.094
H  2.318  -2.427  -2.405